Record 1
The following is a DFT calculation (ωB97M-V with the def2-TZVPD basis set) of a structure of composition C32H48Br3N8O13 in a non-equilibrium geometry.

Geometry as XYZ:
```
104
Properties=species:S:1:pos:R:3:forces:R:3
C -23.48934 17.06477 15.01726 0.1 -0.2 0.4
C -24.58300 17.79161 14.25258 -1.5 0.8 0.4
C -26.05793 17.17279 14.30494 -0.5 0.3 1.3
O -24.76524 19.19830 14.54593 0.7 -2.5 -0.8
H -23.38927 17.23518 16.08920 -0.6 0.7 -0.2
H -22.50762 17.27553 14.59310 0.0 0.0 -0.3
H -23.68463 15.99241 15.01630 0.1 -0.1 -0.6
H -24.41064 17.70842 13.17952 0.3 0.3 -0.4
H -26.53021 17.25092 15.28419 0.4 0.6 0.4
H -26.14971 16.08970 14.22376 0.9 0.0 -0.8
H -26.77448 17.66427 13.64682 0.4 0.0 -0.3
C -24.72269 17.43475 19.29976 0.2 -1.5 1.3
Br -23.16243 16.66569 20.38497 -1.4 0.8 -0.7
Br -26.33396 17.74962 20.51796 1.6 -0.3 -1.4
Br -25.07962 16.10449 17.84554 -0.2 1.0 1.2
H -24.35361 18.37930 18.90013 -0.3 -0.1 0.0
C -27.06675 13.95649 12.85973 0.4 -0.4 0.3
C -28.35536 14.10735 13.25714 -0.8 0.6 0.3
C -28.74210 14.10561 14.60869 2.0 -1.0 -1.6
C -27.76847 13.73415 15.51427 1.7 1.6 1.3
C -26.36977 13.70153 15.19884 -1.6 -0.8 -2.4
C -26.06954 13.74891 13.81473 -0.1 -0.1 0.5
O -24.81105 13.63897 13.35096 1.4 0.0 1.4
O -30.03129 14.36720 14.85556 -1.1 -0.1 1.2
H -26.76748 13.95550 11.82202 -0.1 0.1 -0.2
H -29.13893 14.32201 12.54557 0.0 0.0 -0.3
H -27.88393 13.75478 16.58789 -0.9 -0.3 0.1
H -25.65171 13.38954 15.94277 0.1 0.2 0.0
H -24.73393 13.42141 12.41912 -0.3 -0.1 -0.6
H -30.53279 13.82465 14.24259 -0.4 0.1 0.0
C -20.87443 20.05658 17.75192 -0.6 0.5 -2.6
C -20.77109 20.09756 19.10906 -3.0 -0.2 0.2
C -21.98127 20.45253 19.77900 1.2 -0.4 1.4
C -23.15038 20.86820 19.19357 -0.1 -0.2 -2.0
C -23.23895 20.72025 17.80780 2.1 0.6 -1.4
C -22.08119 20.39464 17.03297 -1.2 -1.4 1.6
O -22.26308 20.07880 15.66749 1.8 0.5 0.5
O -22.03598 20.33099 21.13569 0.0 0.1 0.7
H -19.97492 19.74314 17.24296 -0.1 -0.2 -0.6
H -19.98900 19.51017 19.56698 0.3 0.6 0.4
H -24.03684 21.24018 19.68573 0.2 -0.3 0.6
H -24.13554 20.94109 17.24766 -0.2 0.1 0.3
H -23.16171 19.83728 15.43145 -0.5 0.1 0.6
H -21.54615 19.54022 21.37309 0.2 0.0 0.3
C -23.80541 15.98806 8.03041 0.4 0.5 1.8
C -24.08319 14.71839 8.58673 -0.4 2.5 -0.1
C -24.35223 14.63531 9.97229 1.7 0.6 -1.1
C -24.21430 15.82941 10.77843 -0.7 -1.7 -0.5
C -23.93972 17.08129 10.25585 0.3 -1.0 -2.9
C -23.61907 17.12631 8.83943 -0.8 -0.7 0.2
O -23.11720 18.23836 8.22796 -0.8 -1.0 0.9
O -24.47544 13.37901 10.56758 -0.4 0.7 0.9
H -23.60700 16.13406 6.97888 0.0 -0.2 -0.1
H -24.08550 14.02782 7.75636 -0.3 -1.2 0.8
H -24.35969 15.74215 11.84504 -0.2 -0.2 0.2
H -24.04629 17.99545 10.82097 0.2 0.0 0.1
H -22.69127 18.63123 8.99336 0.9 1.7 -0.1
H -24.34260 12.64903 9.95843 0.0 0.3 -0.3
C -25.84826 24.25392 11.39321 -0.3 0.1 -0.4
C -26.47703 23.14693 11.83185 -1.6 -2.6 0.6
C -25.77696 22.11672 12.41284 2.8 -1.3 1.2
C -24.38294 22.24904 12.63930 -0.8 1.1 -0.4
C -23.73319 23.41508 12.21128 -0.4 -0.8 0.0
C -24.48377 24.33714 11.51183 -1.0 0.8 -0.2
O -23.91850 25.39548 10.94673 2.8 1.5 -0.3
O -26.36077 20.90309 12.79046 -1.2 0.7 -0.6
H -26.42779 25.00736 10.88050 0.2 0.2 0.0
H -27.51895 22.89902 11.69272 -0.3 0.6 -0.2
H -23.80026 21.48694 13.13537 -0.2 -0.1 0.1
H -22.67433 23.57365 12.35298 0.0 0.0 0.0
H -24.44005 26.00351 10.41769 -0.6 -0.5 0.2
H -25.80100 20.32181 13.31043 0.6 0.3 0.1
C -28.33074 18.80497 10.54939 -3.9 2.7 -3.1
O -28.88672 18.39161 9.53604 -0.4 -0.1 0.1
N -28.61719 19.99249 11.13473 -0.3 0.1 -0.5
N -27.41692 18.16834 11.14318 4.6 -3.8 2.8
H -29.40837 20.45911 10.71473 0.3 0.4 0.7
H -28.10766 20.15974 11.99059 -0.8 1.0 -0.1
H -27.37224 17.18003 10.93990 0.6 0.2 0.0
H -26.81921 18.60940 11.82752 -0.2 -0.4 -0.2
C -20.68694 15.57549 17.45000 1.1 -3.9 1.1
O -20.37911 14.83305 18.37567 0.2 0.6 0.8
N -20.54321 15.19961 16.21078 1.0 -1.8 -3.9
N -21.23802 16.72152 17.48203 -2.4 5.3 2.3
H -21.07456 15.68648 15.50315 0.5 -0.7 -0.2
H -20.05074 14.33044 16.06212 -0.4 0.2 -0.4
H -21.42037 17.08436 18.40680 -0.2 0.3 -0.3
H -21.48547 17.25683 16.66208 0.3 0.0 0.5
C -26.90912 20.37511 16.90498 -2.4 1.5 2.0
O -27.89458 20.59681 17.56787 -1.1 0.2 0.7
N -26.48688 21.14186 15.91924 0.7 1.2 -1.9
N -26.04510 19.41544 17.15193 1.6 -2.2 0.4
H -25.81732 20.62466 15.36760 -0.2 1.4 -0.7
H -27.11731 21.84998 15.57108 0.3 -0.3 -0.3
H -25.64596 19.16068 16.25981 0.7 -1.3 1.0
H -26.24445 18.78913 17.91880 -0.2 -0.2 -0.7
C -21.55210 20.34239 10.93057 2.7 2.3 -0.7
O -21.53273 19.91540 9.81346 -1.0 -1.1 -2.4
N -20.84424 21.44863 11.26683 0.7 1.7 0.6
N -22.07347 19.77040 11.96226 -2.7 -2.7 3.7
H -20.49467 22.10166 10.58019 -0.1 -0.5 0.0
H -20.59140 21.62667 12.22832 -0.2 0.1 -0.3
H -22.12258 20.17877 12.88472 0.2 0.2 -0.3
H -22.67964 18.97154 11.84193 0.4 0.1 -0.2
```
Positions in Å, forces in eV/Å.

The calculation puts the LUMO energy (spin up / spin down) at -1.06 / -4.30 eV. As for the expectation value of S²: 0.75. Its spin multiplicity is 2. As for the largest force on an atom: 0.129 Eh/bohr. The net charge is 0. Its HOMO-LUMO gap (spin up / spin down) is 7.37 / 4.13 eV.



Record 2
The following is a DFT calculation (ωB97M-V with the def2-TZVPD basis set) of a structure of composition C25H30ClN3O4 in a non-equilibrium geometry.

Geometry as XYZ:
```
63
Properties=species:S:1:pos:R:3:forces:R:3
C -3.06135 -2.48956 -3.38174 3.3 -1.0 -2.6
H -3.80420 -1.80504 -3.51136 -2.4 1.9 0.3
O -2.09572 -2.10038 -2.41820 -2.7 -1.6 2.0
C -2.71025 -2.27276 -1.15788 -3.5 -1.7 -5.1
C -4.03947 -2.75100 -0.93657 3.5 2.5 7.9
C -4.54555 -2.65656 0.59853 7.7 1.0 -2.0
C -3.74245 -2.35467 1.74768 5.9 0.1 -14.6
C -2.35765 -1.87038 1.13876 -4.0 -1.3 3.5
C -1.96081 -1.88832 -0.17041 4.7 1.0 5.8
O -0.56077 -1.62051 -0.16528 -1.2 1.8 -0.4
C -0.24405 -1.11866 1.12968 1.1 -2.7 -1.8
C -1.29248 -1.39808 1.90866 1.6 0.2 1.7
H -1.11731 -1.54837 2.95915 -0.6 0.6 0.4
C 1.28724 -0.89788 1.33435 -1.8 -3.0 0.0
N 1.61582 0.23686 0.49154 -5.4 -0.4 3.4
C 2.82705 0.56896 0.37560 5.8 -4.4 -1.0
O 3.17283 1.53540 -0.16220 1.3 6.7 -2.2
N 3.83180 -0.41505 0.52695 1.8 2.4 -1.0
C 5.32807 -0.18209 0.06835 -10.2 -12.2 7.4
C 5.97352 -1.37280 0.50074 2.2 -1.9 -2.3
C 7.30951 -1.42840 0.01917 -3.9 1.8 3.1
C 7.82677 -0.19261 -0.26517 3.5 0.3 -3.1
C 7.18110 0.95705 -0.61987 -0.5 -1.7 2.0
C 5.76984 0.89482 -0.22714 5.8 14.7 -8.5
H 5.23598 1.89065 -0.83964 0.9 -3.3 2.8
H 7.73719 1.74552 -1.09927 -0.4 0.4 0.2
Cl 9.65220 -0.47086 -0.76727 -1.5 0.9 0.5
H 7.98754 -2.14032 0.27482 1.5 -2.5 0.3
H 5.46475 -2.34371 0.90863 0.8 2.3 -0.8
H 3.62370 -1.29468 0.88689 0.0 -1.4 0.5
C 0.64472 1.42204 0.44322 3.2 -6.5 -5.5
H 1.05308 2.21960 0.71736 3.7 6.6 2.6
C 0.21247 1.53796 -0.93547 -0.2 -1.4 -3.8
C -0.88762 2.47647 -1.07890 -0.1 7.1 0.6
N -2.13002 2.17625 -0.36732 4.1 7.4 5.8
C -2.92115 1.61998 -1.15829 -3.8 -12.5 -0.8
C -4.15098 0.99342 -0.54870 0.0 0.1 7.0
O -4.89839 2.11845 0.36964 -2.9 -5.0 -7.3
C -4.07851 2.95985 0.90339 1.2 -1.0 6.4
C -2.96224 3.52568 0.18732 6.5 -4.9 3.8
H -2.12614 3.92396 0.89937 -2.0 0.0 -1.4
H -3.33289 4.09618 -0.51046 -1.0 3.4 -4.4
H -4.76917 3.71747 1.24088 0.3 1.0 0.9
H -3.76095 2.21270 1.79371 0.8 2.6 -0.4
H -4.97980 0.47234 -1.06002 0.9 0.6 -0.1
H -3.68545 0.30348 0.45546 -1.5 1.5 -3.1
H -2.33185 0.42496 -1.48006 -1.5 2.7 0.5
H -3.17504 1.82403 -2.05119 -1.2 3.3 -6.9
H -0.43596 3.59477 -0.68612 -1.2 -2.7 -0.3
H -1.18410 2.90682 -2.06772 0.6 -1.2 -0.1
H 1.07465 1.82432 -1.60377 -0.9 -0.1 0.7
H -0.18928 0.60043 -1.39022 0.7 0.0 0.7
H -0.03765 1.13434 1.02047 -6.0 -1.8 4.7
C 1.69161 -1.00026 2.88527 1.2 5.4 -3.3
H 2.79754 -0.75608 3.02684 -1.6 0.0 -0.2
H 1.45135 -1.76686 3.48474 -1.1 -3.5 1.2
H 1.02691 -0.19138 3.19879 0.7 0.5 1.1
H 1.73177 -1.80676 0.87234 -0.3 0.5 -0.2
H -3.96394 -2.11980 2.62538 -2.2 1.5 7.5
H -5.36834 -2.85105 1.04714 -6.8 -1.8 0.8
H -4.71258 -2.91513 -1.63453 -2.9 -0.9 -3.1
H -2.45746 -2.38467 -4.27276 -0.1 -0.1 -0.7
H -3.43746 -3.51007 -3.47327 0.2 -0.1 1.1
```
Positions in Å, forces in eV/Å.

The calculation puts the LUMO energy at 0.38 eV. As for the largest force on an atom: 0.348 Eh/bohr. The net charge is 0. Its HOMO-LUMO gap is 8.73 eV.



Record 3
The following is a DFT calculation (ωB97M-V with the def2-TZVPD basis set) of a cluster of 2 separate species, C23H20F3N5O6S in total in a non-equilibrium geometry.

Geometry as XYZ:
```
58
Properties=species:S:1:pos:R:3:forces:R:3
C 2.62338 2.31282 3.71536 0.0 0.0 0.1
N 1.72206 3.38134 3.38540 0.1 -0.7 -0.2
C 0.61011 3.76298 4.23251 -0.8 -0.5 -1.0
H -0.26127 3.04029 4.03516 1.1 1.1 0.4
C 0.93753 3.77215 5.69450 0.1 0.0 0.4
C 1.94169 4.64760 6.13917 -0.1 -0.2 0.3
C 2.25491 4.70138 7.48813 -0.1 0.0 -0.3
C 1.59118 3.88098 8.40093 0.0 0.0 -0.1
C 1.97061 3.96802 9.84716 0.0 0.0 0.2
C 0.60439 3.00870 7.95006 0.0 -0.1 0.1
C 0.26803 2.94577 6.59753 0.5 0.5 -0.1
N 0.28468 5.07231 3.70324 -0.8 -0.1 0.0
C -0.46030 6.04937 4.45149 -0.1 0.0 0.2
C 1.07867 5.39503 2.63131 1.2 0.7 0.1
C 2.00667 4.34972 2.45612 0.8 1.1 0.1
C 3.17976 4.54876 1.72338 -0.7 -0.3 0.1
C 3.36529 5.79421 1.12066 -0.3 0.5 -0.2
C 2.41399 6.81905 1.25594 0.5 -0.3 -0.3
C 1.26634 6.64199 2.02999 -0.3 -0.7 0.0
H 3.29760 2.14929 2.86694 -0.3 -0.1 0.2
H 3.23639 2.54812 4.59936 -0.1 -0.1 -0.1
H 2.05185 1.40251 3.92597 0.3 0.1 -0.1
H 2.47659 5.29459 5.43989 -0.3 -0.2 0.0
H 3.02169 5.38503 7.85250 -0.1 -0.1 -0.1
H 1.37585 3.27360 10.44517 0.1 0.1 0.0
H 3.03487 3.73057 9.97503 -0.2 0.0 0.1
H 1.81521 4.98809 10.22228 0.0 -0.2 0.0
H 0.09734 2.37752 8.68055 0.1 0.1 -0.2
H -0.50731 2.26661 6.24621 0.2 0.2 0.2
H -0.58507 6.93607 3.82145 -0.2 -0.3 0.3
H -1.43196 5.62742 4.72711 0.2 0.4 0.0
H 0.07573 6.34941 5.36651 -0.2 0.0 -0.2
H 3.91657 3.74931 1.66523 0.0 0.3 -0.1
H 4.27482 5.98499 0.55360 -0.2 -0.1 0.1
H 2.59306 7.77719 0.77212 0.0 -0.2 0.1
H 0.53421 7.43076 2.18895 0.3 0.0 -0.1
O -4.32700 4.05430 2.79998 0.3 -0.6 1.0
S -3.69866 3.31819 3.87139 0.9 0.4 -0.2
O -2.75947 3.92160 4.79954 -1.1 -0.7 -0.7
C -5.08593 2.59974 4.92536 -0.4 -0.2 0.4
F -5.63897 3.59810 5.63487 0.5 -0.8 -0.6
F -6.03137 2.01568 4.15921 0.9 0.5 0.6
F -4.57100 1.67511 5.77040 -0.4 0.8 -0.7
C -2.88960 1.87882 3.16714 1.5 -0.2 0.8
C -1.62065 1.45957 3.63470 -1.5 -0.2 0.5
C -1.07256 0.33531 2.98962 0.8 -0.9 0.5
N -0.02157 -0.46140 3.43523 -0.8 0.1 -0.1
O 0.79499 -0.34569 4.34200 -1.0 -0.2 -1.3
O -0.08197 -1.64996 2.66943 0.1 1.2 0.3
N -1.14361 -1.62996 1.78865 -0.4 2.1 0.7
C -1.73458 -0.41917 1.99180 -0.2 -2.6 -0.3
C -3.06537 -0.02405 1.60711 -0.1 1.7 1.1
N -3.99546 -0.85305 0.86549 -2.2 -1.1 -1.6
O -3.63857 -1.89617 0.28593 0.1 2.3 1.5
O -5.18671 -0.44846 0.85486 2.3 -0.8 0.0
C -3.58269 1.14877 2.18582 0.5 -1.3 -1.3
H -1.18022 1.77777 4.58836 -0.5 -0.1 -0.8
H -4.56140 1.48583 1.86624 0.0 -0.2 0.1
```
Positions in Å, forces in eV/Å.

The calculation puts the LUMO energy at -2.77 eV. As for the largest force on an atom: 0.057 Eh/bohr. The net charge is 0. Its HOMO-LUMO gap is 3.96 eV.